[1]
ORCA calculation (ωB97M-V/def2-TZVPD) on an isolated molecule of CH4S.

```
! wB97M-V def2-TZVPD RIJCOSX def2/J DEFGRID3
* xyz 0 1
C -0.6912 -0.1625 0.0422
S 1.3416 0.0305 -0.3667
H -1.2578 0.6283 -0.5972
H -0.3810 -0.3838 1.0350
H -0.7660 -1.1030 -0.6039
H 1.7543 0.9905 0.4906
*
```

Computed properties:
SMILES = CS
E_LUMO = 0.77 eV

***

[2]
ORCA calculation (ωB97M-V/def2-TZVPD) on a structure of composition C25H44AuO2P2.

```
! wB97M-V def2-TZVPD RIJCOSX def2/J DEFGRID3
* xyz 1 3
Au 2.0893 -0.6659 -2.5692
C -4.5537 -1.4552 2.1327
C -4.6761 -0.3214 1.2926
C -4.1601 -2.1107 -0.0558
C -4.2237 -2.5741 1.2989
C -4.4504 -0.7240 -0.0506
C -4.5439 -1.4904 3.6132
H -4.3640 -0.4707 3.9676
H -3.7549 -2.1602 4.0381
H -5.4965 -1.8258 4.0281
C -3.9460 -3.9723 1.6817
H -3.7802 -4.0391 2.7652
H -3.0226 -4.3210 1.1960
H -4.7584 -4.6509 1.3861
C -3.7609 -2.8272 -1.2781
H -4.6572 -3.0625 -1.8659
H -3.1993 -3.7215 -1.0223
H -3.0844 -2.2431 -1.9169
C -4.4648 0.1443 -1.2401
H -5.4538 0.2326 -1.7129
H -3.7722 -0.2463 -1.9857
H -4.1279 1.1449 -0.9588
C -4.8744 1.0853 1.7105
H -5.9108 1.3930 1.5532
H -4.2377 1.7264 1.0827
H -4.5976 1.2575 2.7552
C -0.0652 -0.7807 2.1624
C -1.0628 -0.1444 2.8626
C -1.3299 1.3195 2.9563
C -0.5822 2.1315 1.8720
C -0.9059 1.5910 0.4928
C 0.0406 0.9594 -0.2274
C 1.1374 -0.0240 0.1972
C 1.2605 -0.2669 1.6980
H -1.0158 1.6340 3.9593
H 0.4904 1.9965 2.0713
H -2.3766 1.5566 2.7775
H 1.6450 0.6002 2.2519
H 0.1134 -1.7693 2.6018
H -1.9215 -0.8382 3.1077
H 2.0118 -1.0671 1.9037
H 0.9355 -1.0245 -0.2578
H 0.1831 1.1247 -1.2890
H 2.0922 0.3757 -0.1501
H -0.8297 3.2096 1.8816
H -2.0003 1.5644 0.2279
P 4.1136 1.1792 -1.4439
P 4.0641 1.2883 -4.3590
C 5.6950 1.8746 -2.1794
C 5.7874 1.4720 -3.6473
H 6.5674 1.4975 -1.6240
H 5.6998 2.9735 -2.0733
H 6.3720 2.1920 -4.2435
H 6.2606 0.4842 -3.7524
C 4.6279 0.7186 -6.0386
H 3.7533 0.6918 -6.7049
H 5.0202 -0.3010 -5.9231
H 5.4103 1.3681 -6.4680
C 3.8067 3.0840 -4.7688
H 4.6950 3.5454 -5.2241
H 3.5372 3.6340 -3.8621
H 2.9661 3.1559 -5.4683
C 4.8990 -0.1372 -0.4145
H 4.1428 -0.5578 0.2583
H 5.7445 0.2521 0.1710
H 5.2422 -0.9342 -1.0846
C 3.8979 2.4967 -0.1277
H 3.6142 3.4329 -0.6397
H 4.8344 2.6464 0.4441
H 3.0797 2.1886 0.5466
O -2.6372 -3.3933 4.8879
C -1.4780 -3.6038 4.4148
O -0.9791 -3.3322 3.2865
H -0.7745 -4.1656 5.0928
*
```

Computed properties:
E_LUMO (alpha / beta) = -5.84 / -5.84 eV

***

[3]
ORCA calculation (ωB97M-V/def2-TZVPD) on a cluster of 2 separate species, C4H14N2O in total.

```
! wB97M-V def2-TZVPD RIJCOSX def2/J DEFGRID3
* xyz 1 2
N -1.0717 1.7472 -1.1322
C -0.2115 2.0215 -0.0054
C 0.8474 0.9728 0.3512
N 0.3235 -0.3821 0.4875
C 1.3521 -1.3844 0.7040
C -0.9458 -0.7170 1.0791
H -1.8630 1.1744 -0.8922
H -0.5930 1.4974 -1.9808
H 0.3528 2.9443 -0.1808
H -0.8082 2.3644 0.8446
H 1.5802 0.9819 -0.4510
H 1.2727 1.1984 1.3369
H 1.0461 -2.0919 1.4618
H 2.2772 -0.9210 0.9549
H 1.4866 -1.9695 -0.2120
H -1.7640 -0.0513 0.8454
H -1.1787 -1.7330 0.7509
H -0.8848 -0.7260 2.1693
H -0.3869 -1.4787 -2.8052
H -0.3547 -1.4075 -1.3041
O -0.4762 -2.0397 -2.0217
*
```

Computed properties:
E_LUMO (alpha / beta) = -3.02 / -7.56 eV

***

[4]
ORCA calculation (ωB97M-V/def2-TZVPD) on an isolated molecule of C5H5NO3S.

```
! wB97M-V def2-TZVPD RIJCOSX def2/J DEFGRID3
* xyz 0 1
C -0.8453 0.8886 1.4131
C 0.7000 1.6329 -0.1418
C -0.3498 0.8529 0.0726
C -0.0171 1.5840 2.2173
C -1.1441 0.0500 -0.8323
N 0.5978 2.4918 4.3875
O -0.1449 1.7123 3.5211
O 1.5085 3.1488 4.0105
O 0.1837 2.2464 5.4833
S 1.3791 2.2406 1.3200
H -1.7412 0.4699 1.7834
H 1.3598 1.6487 -0.9831
H -1.6069 0.8718 -1.5205
H -0.6642 -0.8148 -1.3788
H -2.0091 -0.3255 -0.2932
*
```

Computed properties:
E_LUMO = -0.01 eV